A single C19H19F3N2O5S molecule. Source: the Open Molecules 2025 dataset; level of theory: the ωB97M-V functional and the def2-TZVPD basis.

XYZ file:
```
49
Properties=species:S:1:pos:R:3:lowdin_charge:R:1
C 5.29 2.95 0.54 -0.07
C 4.75 2.06 -0.57 -0.24
N 3.45 1.49 -0.29 -0.27
C 2.23 2.17 -0.64 -0.24
C 1.85 3.34 0.27 -0.07
S 3.32 0.35 0.89 0.68
O 2.39 0.73 1.91 -0.27
O 4.63 -0.09 1.28 -0.25
C 2.53 -0.99 -0.03 -0.17
C 1.28 -1.44 0.34 0.02
C 0.67 -2.48 -0.36 -0.11
C -0.69 -2.96 -0.02 -0.43
O -1.24 -3.90 -0.54 0.13
O -1.26 -2.20 0.94 -0.01
C -2.59 -2.50 1.33 -0.04
C -3.54 -1.32 1.09 -0.43
O -4.61 -1.25 1.62 0.11
N -3.02 -0.39 0.23 0.17
C -3.62 0.80 -0.16 -0.09
C -4.98 0.94 -0.45 -0.20
F -5.77 -0.14 -0.45 0.10
C -5.53 2.16 -0.81 -0.01
C -4.72 3.28 -0.91 -0.07
C -3.36 3.17 -0.68 -0.02
C -2.84 1.95 -0.31 -0.20
F -1.51 1.83 -0.11 0.07
C 1.34 -3.08 -1.42 0.02
C 2.59 -2.64 -1.80 0.03
C 3.17 -1.59 -1.10 -0.24
F 4.37 -1.13 -1.49 0.10
H 5.33 2.39 1.47 0.07
H 4.67 3.83 0.69 0.06
H 6.30 3.28 0.29 0.08
H 4.68 2.60 -1.51 0.13
H 5.43 1.21 -0.70 0.11
H 1.44 1.42 -0.59 0.10
H 2.31 2.51 -1.68 0.13
H 1.88 3.01 1.31 0.07
H 0.84 3.67 0.03 0.07
H 2.53 4.18 0.14 0.06
H 0.80 -0.96 1.18 0.13
H -2.96 -3.36 0.76 0.14
H -2.60 -2.74 2.39 0.15
H -2.01 -0.44 0.08 0.14
H -6.59 2.21 -1.01 0.12
H -5.15 4.23 -1.19 0.11
H -2.70 4.02 -0.78 0.12
H 0.86 -3.90 -1.94 0.13
H 3.13 -3.09 -2.63 0.13
```

SMILES: CCN(CC)S(=O)(=O)c1cc(C(=O)OCC(=O)Nc2c(F)cccc2F)ccc1F
Orbital gap in eV: 9.1
Energy above the lowest of the compared OMol25 structures with the same formula, charge and spin in eV: 0.108
Multiplicity: 1

C16H47NNbO8 as an isolated structure. Source: the Open Molecules 2025 dataset; level of theory: the ωB97M-V functional and the def2-TZVPD basis.

XYZ file:
```
73
Properties=species:S:1:pos:R:3:lowdin_charge:R:1
C 3.08 0.33 -0.28 -0.06
C 1.74 -0.35 -0.09 -0.29
C 1.68 -1.74 -0.04 -0.09
C 0.44 -2.35 0.15 -0.11
C -0.72 -1.60 0.28 -0.11
C -0.69 -0.20 0.21 -0.34
C -1.93 0.65 0.31 -0.35
Nb -3.94 -0.07 -0.57 1.04
N -5.11 0.90 0.90 -0.31
C 0.57 0.39 0.04 -0.04
H 3.02 1.11 -1.04 0.07
H 3.81 -0.42 -0.61 0.07
H 3.42 0.73 0.67 0.05
H 2.57 -2.35 -0.13 0.10
H 0.37 -3.43 0.19 0.09
H -1.66 -2.11 0.41 0.04
H -1.75 1.57 -0.27 0.02
H -2.06 0.97 1.35 0.03
H -3.83 -1.55 0.57 -0.14
H -5.35 -0.97 -1.29 -0.17
H -4.04 1.30 -1.82 -0.18
H -2.89 -1.05 -1.71 -0.15
H -5.84 0.25 1.19 -0.07
H -4.55 1.05 1.74 -0.06
H 0.63 1.47 -0.02 0.11
C -0.12 -0.60 -3.34 -0.16
O -1.06 0.14 -4.12 -0.13
H -0.63 -0.94 -2.44 0.04
H 0.24 -1.47 -3.91 0.07
H 0.72 0.04 -3.06 0.07
H -0.61 0.44 -4.91 0.06
C 5.39 1.99 3.45 -0.15
O 4.52 1.08 2.79 -0.13
H 6.21 2.22 2.77 0.08
H 4.87 2.92 3.71 0.06
H 5.81 1.55 4.36 0.08
H 3.79 0.87 3.37 0.08
C 4.62 5.46 2.37 -0.15
O 5.08 5.52 3.73 -0.14
H 3.72 4.86 2.36 0.09
H 4.39 6.45 1.99 0.07
H 5.37 4.99 1.73 0.07
H 5.88 6.04 3.74 0.08
C 0.91 -4.62 -2.97 -0.18
O -0.36 -4.16 -3.41 -0.13
H 1.36 -5.16 -3.80 0.07
H 1.56 -3.78 -2.70 0.07
H 0.82 -5.30 -2.12 0.07
H -0.76 -3.67 -2.69 0.07
C -6.28 -4.28 -2.88 -0.18
O -6.27 -3.62 -1.63 -0.16
H -5.81 -3.61 -3.60 0.08
H -5.70 -5.22 -2.85 0.07
H -7.30 -4.49 -3.22 0.06
H -6.68 -4.20 -0.98 0.06
C 2.60 7.51 5.68 -0.16
O 2.63 8.16 4.42 -0.13
H 1.75 7.90 6.23 0.07
H 2.49 6.43 5.56 0.08
H 3.51 7.72 6.25 0.07
H 3.38 7.80 3.93 0.05
C 6.05 2.19 -1.57 -0.15
O 5.94 2.89 -0.33 -0.13
H 6.44 2.87 -2.31 0.07
H 6.72 1.33 -1.47 0.08
H 5.06 1.84 -1.89 0.06
H 5.57 2.29 0.31 0.05
C -8.74 -6.86 -1.48 -0.15
O -8.71 -6.18 -0.23 -0.12
H -8.29 -6.20 -2.21 0.05
H -8.17 -7.79 -1.43 0.08
H -9.77 -7.09 -1.78 0.08
H -9.11 -6.75 0.44 0.07
```

Orbital gap in eV: 6.3
Net charge: -1
Multiplicity: 1

C25H36MnOP2Si as an isolated structure. Source: the Open Molecules 2025 dataset; level of theory: the ωB97M-V functional and the def2-TZVPD basis.

XYZ file:
```
66
Properties=species:S:1:pos:R:3:lowdin_charge:R:1
Mn -0.08 0.17 -0.24 0.01
H 1.01 -0.92 0.47 0.03
H 0.40 -1.41 0.18 0.04
P 1.77 1.35 -0.25 0.70
P -1.59 -1.18 -1.16 0.75
C -3.28 -0.97 -0.49 -0.24
H -4.01 -1.53 -1.10 0.06
H -3.34 -1.33 0.54 0.02
H -3.55 0.10 -0.51 0.05
C -1.87 -1.00 -2.96 -0.25
H -0.94 -1.21 -3.50 0.05
H -2.66 -1.67 -3.33 0.05
H -2.17 0.04 -3.17 0.05
C -1.33 -2.97 -0.80 -0.23
H -1.33 -3.12 0.29 0.03
H -2.13 -3.58 -1.23 0.06
H -0.36 -3.30 -1.20 0.05
C 2.10 2.34 -1.75 -0.25
H 2.99 2.97 -1.62 0.06
H 2.24 1.64 -2.58 0.05
H 1.22 2.97 -1.95 0.06
C 1.79 2.68 1.04 -0.24
H 1.99 2.25 2.03 0.04
H 2.57 3.43 0.83 0.06
H 0.82 3.19 1.07 0.04
C 3.34 0.52 0.19 -0.22
H 3.51 -0.31 -0.51 0.06
H 4.18 1.23 0.12 0.07
H 3.29 0.12 1.21 0.02
C -0.92 0.39 1.49 -0.36
O -1.91 1.12 1.59 0.06
H 0.89 -0.02 -1.45 -0.01
C -2.88 -4.24 2.79 -0.07
C -3.48 -2.98 2.91 -0.07
C -2.68 -1.84 3.10 -0.10
C -1.29 -1.97 3.20 -0.26
C -0.72 -3.25 3.26 -0.09
C -1.50 -4.38 2.96 -0.07
Si -0.22 -0.47 3.08 0.71
C -0.68 0.77 4.39 -0.26
C -0.57 2.13 4.04 -0.10
C -1.11 3.11 4.87 -0.06
C -1.69 2.74 6.09 -0.07
C -1.75 1.40 6.49 -0.06
C -1.23 0.41 5.63 -0.07
C 1.57 -0.88 3.14 -0.27
C 2.41 -0.20 4.03 -0.07
C 3.76 -0.57 4.14 -0.06
C 4.28 -1.59 3.35 -0.06
C 3.45 -2.27 2.45 -0.07
C 2.10 -1.94 2.36 -0.16
H -3.50 -5.12 2.58 0.11
H -4.56 -2.86 2.83 0.11
H -3.13 -0.85 3.17 0.11
H 0.34 -3.36 3.51 0.10
H -1.01 -5.35 2.86 0.11
H -0.16 2.45 3.08 0.08
H -1.11 4.16 4.54 0.12
H -2.12 3.52 6.72 0.11
H -2.21 1.13 7.44 0.11
H -1.31 -0.64 5.89 0.11
H 2.00 0.59 4.67 0.11
H 4.38 -0.07 4.88 0.11
H 5.32 -1.88 3.45 0.11
H 3.85 -3.09 1.84 0.12
H 1.45 -2.55 1.71 0.09
```

Orbital gap (spin up / spin down) in eV: 8.4 / 6.7
Energy above the lowest of the compared OMol25 structures with the same formula, charge and spin in eV: 0.000
Net charge: +1
Multiplicity: 5

A single C24H30N6O2 molecule. Source: the Open Molecules 2025 dataset; level of theory: the ωB97M-V functional and the def2-TZVPD basis.

XYZ file:
```
62
Properties=species:S:1:pos:R:3:lowdin_charge:R:1
C 2.76 -0.54 -2.81 -0.10
C 2.40 0.88 -3.25 -0.21
C 1.15 1.37 -2.58 -0.25
C -0.06 1.44 -3.27 -0.03
C -1.21 1.88 -2.66 0.00
C -1.19 2.25 -1.32 -0.22
N -2.32 2.67 -0.61 0.14
C -3.63 2.66 -1.01 -0.48
O -4.00 2.58 -2.15 0.07
C -4.59 2.72 0.17 -0.08
C -4.97 1.26 0.54 -0.11
C -3.80 0.35 0.36 -0.16
C -3.56 -0.46 -0.78 -0.29
C -4.45 -0.70 -1.94 -0.02
N -2.37 -1.02 -0.70 0.15
N -1.81 -0.58 0.45 -0.03
C -0.49 -0.88 0.71 -0.25
C 0.19 -1.80 -0.12 0.03
C 1.51 -2.02 0.14 0.01
C 2.11 -1.31 1.20 -0.29
N 3.44 -1.35 1.48 -0.08
C 3.94 -0.70 2.68 -0.13
C 4.08 -1.74 3.80 -0.18
O 4.91 -2.81 3.40 -0.13
C 4.43 -3.44 2.24 -0.19
C 4.31 -2.44 1.08 -0.13
N 1.38 -0.48 1.95 0.08
N 0.12 -0.27 1.71 0.08
C -2.66 0.25 1.13 -0.21
C -2.35 0.84 2.45 -0.02
C 0.01 2.17 -0.61 -0.03
C 1.16 1.73 -1.24 -0.04
H 2.93 -0.56 -1.73 0.05
H 3.65 -0.89 -3.31 0.07
H 1.94 -1.22 -3.03 0.08
H 3.23 1.55 -3.00 0.11
H 2.27 0.90 -4.33 0.11
H -0.09 1.15 -4.31 0.11
H -2.14 1.93 -3.20 0.10
H -2.15 2.80 0.37 0.13
H -5.48 3.27 -0.11 0.12
H -4.12 3.22 1.02 0.11
H -5.77 0.93 -0.11 0.12
H -5.34 1.23 1.57 0.11
H -3.98 -1.39 -2.62 0.08
H -5.41 -1.10 -1.61 0.08
H -4.63 0.25 -2.45 0.07
H -0.35 -2.28 -0.92 0.11
H 2.07 -2.72 -0.47 0.10
H 3.24 0.08 2.97 0.11
H 4.92 -0.27 2.45 0.13
H 4.54 -1.30 4.68 0.13
H 3.08 -2.12 4.06 0.13
H 5.14 -4.23 2.00 0.13
H 3.44 -3.88 2.44 0.13
H 3.94 -2.94 0.19 0.11
H 5.30 -2.02 0.87 0.13
H -1.47 1.48 2.40 0.07
H -3.20 1.41 2.82 0.08
H -2.11 0.06 3.17 0.09
H 0.05 2.44 0.43 0.11
H 2.08 1.68 -0.68 0.12
```

SMILES: CCc1ccc(NC(=O)CCc2c(C)nn(-c3ccc(N4CCOCC4)nn3)c2C)cc1
Orbital gap in eV: 8.4
Energy above the lowest of the compared OMol25 structures with the same formula, charge and spin in eV: 2.209
Multiplicity: 1

A 13-piece molecular cluster, C5H35NO13 overall. Source: the Open Molecules 2025 dataset; level of theory: the ωB97M-V functional and the def2-TZVPD basis.

XYZ file:
```
54
Properties=species:S:1:pos:R:3:lowdin_charge:R:1
C 2.65 -0.14 1.41 -0.05
C 1.25 -0.30 0.77 -0.28
N 0.36 0.78 1.11 -0.04
C -1.92 1.79 0.95 -0.05
C -1.07 0.53 1.05 -0.39
C -1.55 -0.37 2.12 -0.20
O -1.02 -1.46 2.28 0.01
H 2.98 0.78 0.90 0.06
H 2.67 -0.07 2.47 0.05
H 3.23 -0.97 0.94 0.09
H 1.28 -0.50 -0.32 0.11
H 0.84 -1.27 1.00 0.06
H 0.61 1.27 1.96 0.06
H -3.01 1.49 0.76 0.09
H -1.68 2.52 0.14 0.08
H -1.92 2.30 1.97 0.08
H -1.08 0.12 0.01 0.15
H -2.52 -0.25 2.65 0.14
H -1.94 0.79 -3.82 0.06
H -2.47 0.10 -2.55 0.01
O -1.63 0.21 -3.08 -0.11
H -2.05 -2.32 0.24 0.03
H -2.68 -2.57 -1.21 0.05
O -2.76 -2.11 -0.37 -0.04
H 1.23 -3.28 2.78 0.05
H -0.19 -3.28 2.61 0.04
O 0.60 -3.44 2.07 -0.07
H -0.57 2.56 3.54 0.07
H -0.53 1.34 4.58 0.07
O -0.73 1.60 3.68 -0.07
H 0.98 -3.12 -1.35 0.00
H 1.56 -3.27 0.04 -0.01
O 1.80 -3.33 -0.89 -0.06
H 0.77 1.31 -3.33 0.01
H 2.09 2.21 -3.12 0.04
O 1.73 1.33 -3.23 -0.04
H -0.40 3.14 -3.65 0.04
H -1.13 2.16 -2.57 0.02
O -1.12 2.56 -3.44 -0.06
H 3.23 -1.28 -2.01 0.01
H 3.14 -0.21 -2.96 0.00
O 3.66 -0.44 -2.19 -0.07
H -0.56 -1.61 -2.84 0.00
H -0.16 -2.85 -3.74 0.05
O -0.48 -2.57 -2.89 -0.04
H -4.08 -1.04 -1.48 0.05
H -3.54 0.19 -0.85 0.03
O -3.91 -0.11 -1.69 -0.05
H 2.24 2.63 2.97 0.04
H 1.73 1.43 3.67 0.03
O 1.61 2.38 3.66 -0.07
H 2.33 3.69 0.18 0.05
H 1.22 2.77 0.31 0.05
O 2.13 2.88 0.66 -0.07
```

Orbital gap in eV: 8.3
Energy above the lowest of the compared OMol25 structures with the same formula, charge and spin in eV: 3.717
Multiplicity: 1

no.,DFT total energy (hartree)
1,-1918.93399
2,-1351.14569
3,-3172.34080
4,-1411.55657
5,-1244.29850